The following is a quantum chemistry calculation of the ion CH3N2O with charge -1 in a non-equilibrium geometry, from the OMol25 dataset.

Geometry as XYZ:
```
7
Properties=species:S:1:pos:R:3:lowdin_charge:R:1
C -0.348 0.039 -0.276 -0.532
N 0.002 -1.016 0.610 -0.122
N -0.237 -0.846 -1.384 -0.170
O 0.864 -0.841 -2.022 -0.262
H -1.306 0.344 -0.059 0.042
H 0.316 0.873 -0.196 0.067
H 1.041 -1.083 0.720 -0.022
```

Its strongest force on any atom is 0.0521 Eh/bohr. As for the molar mass: 59.05 g/mol. As for the highest occupied orbital energy (alpha / beta): -2.2 / -2.2 eV. Its charge is -1. The calculation puts the HOMO-LUMO gap (alpha / beta) at 7.4025 / 7.3988 eV. The calculation puts the electronic energy at -6109.934 eV. The LUMO energy (alpha / beta) comes out at 5.18 / 5.18 eV.

The following is a quantum chemistry calculation of a structure of composition CH3N2O in a non-equilibrium geometry, from the OMol25 dataset.

Geometry as XYZ:
```
7
Properties=species:S:1:pos:R:3:lowdin_charge:R:1
C -0.339 0.466 0.044 -0.481
N -0.084 -0.447 1.112 -0.085
N -0.163 -0.750 -0.748 -0.234
O 0.948 -0.878 -1.332 -0.296
H -1.391 0.714 -0.013 0.050
H 0.139 1.453 -0.277 0.088
H 0.890 -0.557 1.214 -0.044
```

Its strongest force on any atom is 0.0317 Eh/bohr. As for the molar mass: 59.05 g/mol. As for the highest occupied orbital energy (alpha / beta): -2.3 / -2.3 eV. Its charge is -1. The calculation puts the HOMO-LUMO gap (alpha / beta) at 7.4552 / 7.4558 eV. The calculation puts the electronic energy at -6109.896 eV. The LUMO energy (alpha / beta) comes out at 5.15 / 5.15 eV.

The following is a quantum chemistry calculation of the ion CH3N2O2 with charge +1 in a non-equilibrium geometry, from the OMol25 dataset.

Geometry as XYZ:
```
8
Properties=species:S:1:pos:R:3:lowdin_charge:R:1
N 0.552 0.015 -0.462 0.132
C -1.005 -0.319 0.429 -0.035
O -1.931 -1.238 -0.153 0.284
N -2.202 0.036 -0.027 -0.127
O -3.009 0.801 -0.295 0.400
H 1.043 0.374 0.337 0.036
H 0.988 -0.899 -0.790 0.105
H -0.668 -0.400 1.522 0.204
```

Its strongest force on any atom is 0.1785 Eh/bohr. As for the molar mass: 75.05 g/mol. As for the highest occupied orbital energy (alpha / beta): -16.2 / -16.2 eV. Its charge is +1. Its structure (SMILES) is N[C@@H]1O[N+]1=O. The calculation puts the HOMO-LUMO gap (alpha / beta) at 8.2373 / 8.2368 eV. The calculation puts the electronic energy at -8145.218 eV. The LUMO energy (alpha / beta) comes out at -8.00 / -8.00 eV.

The following is a quantum chemistry calculation of a structure of composition CH3N2O2S in a non-equilibrium geometry, from the OMol25 dataset.

Geometry as XYZ:
```
9
Properties=species:S:1:pos:R:3:lowdin_charge:R:1
C 0.239 0.288 -0.479 -0.357
N 0.081 2.518 0.242 0.109
N 0.197 1.454 -0.149 -0.351
O -1.587 -1.457 -1.497 -0.579
O -1.806 -0.814 0.815 -0.566
S -1.628 -0.323 -0.551 0.594
H 0.951 -0.355 -1.008 0.074
H 1.914 -0.269 1.239 0.030
H 1.639 -1.043 1.389 0.046
```

Its strongest force on any atom is 0.0932 Eh/bohr. As for the molar mass: 107.11 g/mol. As for the highest occupied orbital energy: -3.6 eV. Its charge is -1. The calculation puts the HOMO-LUMO gap at 7.7843 eV. The calculation puts the electronic energy at -18993.751 eV. The LUMO energy comes out at 4.21 eV.

The following is a quantum chemistry calculation of the ion CH3N2O2S with charge -1 in a non-equilibrium geometry, from the OMol25 dataset.

Geometry as XYZ:
```
9
Properties=species:S:1:pos:R:3:lowdin_charge:R:1
N 2.208 -0.495 -0.860 -0.106
N 1.181 0.151 -0.045 -0.217
C -0.169 0.635 0.189 -0.200
S -1.706 -0.231 -0.296 0.565
O -1.895 -0.872 1.036 -0.567
O -2.660 0.895 -0.513 -0.594
H 1.698 -1.217 -1.555 0.015
H 1.666 0.338 0.843 0.091
H -0.323 0.795 1.199 0.013
```

Its strongest force on any atom is 0.1238 Eh/bohr. As for the molar mass: 107.11 g/mol. As for the highest occupied orbital energy (alpha / beta): -3.5 / -3.7 eV. Its charge is -1. Its structure (SMILES) is [NH-]NC=S(=O)=O. The calculation puts the HOMO-LUMO gap (alpha / beta) at 7.4154 / 7.6065 eV. The calculation puts the electronic energy at -18992.776 eV. The LUMO energy (alpha / beta) comes out at 3.88 / 3.89 eV.

The following is a quantum chemistry calculation of a structure of composition CH3N2O3S in a non-equilibrium geometry, from the OMol25 dataset.

Geometry as XYZ:
```
10
Properties=species:S:1:pos:R:3:lowdin_charge:R:1
C -0.779 1.601 -0.153 -0.654
N 1.578 -0.970 -0.046 -0.076
N 0.361 -0.962 -0.732 -0.468
O -1.555 0.716 0.252 -0.209
O -0.844 2.796 0.076 -0.070
O -1.394 -1.838 1.026 -0.563
S -1.117 -1.312 -0.331 0.858
H 0.021 1.309 -0.828 0.080
H 2.157 -0.164 -0.203 0.050
H 1.572 -1.175 0.939 0.051
```

Its strongest force on any atom is 0.0616 Eh/bohr. As for the molar mass: 123.11 g/mol. As for the highest occupied orbital energy: -4.1 eV. Its charge is -1. The calculation puts the HOMO-LUMO gap at 7.7947 eV. The calculation puts the electronic energy at -21043.093 eV. The LUMO energy comes out at 3.72 eV.

The following is a quantum chemistry calculation of the ion CH3N2O4 with charge -1 in a non-equilibrium geometry, from the OMol25 dataset.

Geometry as XYZ:
```
10
Properties=species:S:1:pos:R:3:lowdin_charge:R:1
O -1.669 -0.921 1.175 -0.078
N -1.818 -0.155 0.213 -0.556
O -2.904 0.535 0.087 -0.159
N -0.974 0.010 -0.744 -0.006
O 0.141 -0.890 -0.559 -0.182
C 1.371 0.020 -0.521 -0.183
O 1.717 0.325 0.854 -0.057
H 2.286 -0.387 -0.849 0.090
H 0.859 0.888 -1.007 0.105
H 0.991 0.576 1.350 0.027
```

Its strongest force on any atom is 0.1025 Eh/bohr. As for the molar mass: 107.04 g/mol. As for the highest occupied orbital energy: -4.1 eV. Its charge is -1. Its structure (SMILES) is [O-][N+]([O-])=NOCO. The calculation puts the HOMO-LUMO gap at 8.1028 eV. The calculation puts the electronic energy at -12251.663 eV. The LUMO energy comes out at 4.00 eV.

The following is a quantum chemistry calculation of an isolated molecule of CH3N2OP in a non-equilibrium geometry, from the OMol25 dataset.

Geometry as XYZ:
```
8
Properties=species:S:1:pos:R:3:lowdin_charge:R:1
C -0.492 0.506 -0.783 -0.101
N -0.559 -0.823 -0.589 -0.113
N -0.388 -1.314 0.509 -0.175
P 0.583 -0.281 1.557 0.739
O 0.585 0.921 0.561 -0.518
H 0.046 0.760 -1.736 0.119
H -1.481 1.065 -0.616 0.139
H 1.705 -0.833 1.095 -0.091
```

Its strongest force on any atom is 0.0721 Eh/bohr. As for the molar mass: 90.02 g/mol. As for the highest occupied orbital energy: -9.2 eV. Its structure (SMILES) is C1N=NPO1. The calculation puts the HOMO-LUMO gap at 8.9613 eV. The calculation puts the electronic energy at -15399.147 eV. The LUMO energy comes out at -0.26 eV.

- Which value of molar mass does entry 4 give?
  107.11 g/mol